Entry from OMol25: a molecular structure, CH2FLiORb in a non-equilibrium geometry (ωB97M-V with the def2-TZVPD basis set).

**⟨S²⟩**: 0.754
**Max |F|**: 1.151 eV/Å
**Total energy**: -245.99483 Ha
**Kohn-Sham gap (spin up / spin down)**: 4.00 / 6.91 eV
**LUMO energy (spin up / spin down)**: -1.3 / -1.3 eV

Structure (ORCA input):
```
! wB97M-V def2-TZVPD RIJCOSX def2/J DEFGRID3
* xyz 0 2
Rb -2.01 -2.53 0.20
F 3.94 0.08 -0.15
O -0.38 -0.18 0.47
C -1.16 0.68 -0.20
Li 2.40 -0.41 0.42
H -2.00 1.15 0.34
H -0.77 1.21 -1.08
*
```



Entry from OMol25: a molecular structure, CH2FMgNaO in a non-equilibrium geometry (ωB97M-V with the def2-TZVPD basis set).

**Max |F|**: 2.753 eV/Å
**Total energy**: -576.74996 Ha
**Kohn-Sham gap (spin up / spin down)**: 6.90 / 6.90 eV
**LUMO energy (spin up / spin down)**: -0.4 / -0.4 eV

Structure (ORCA input):
```
! wB97M-V def2-TZVPD RIJCOSX def2/J DEFGRID3
* xyz 0 1
Mg 1.38 0.85 0.14
Na 0.87 -2.16 0.09
F -0.95 -0.75 -0.01
O 2.15 -0.79 -0.16
C -0.77 0.73 0.00
H -1.39 1.05 0.85
H -1.28 1.06 -0.91
*
```



Entry from OMol25: 2 unconnected molecules or ions with the total composition CH2FN2O2 in a non-equilibrium geometry (ωB97M-V with the def2-TZVPD basis set).

**Max |F|**: 3.656 eV/Å
**Total energy**: -399.20757 Ha
**Kohn-Sham gap**: 9.37 eV
**LUMO energy**: 4.5 eV

Structure (ORCA input):
```
! wB97M-V def2-TZVPD RIJCOSX def2/J DEFGRID3
* xyz -1 1
F 1.14 1.35 -0.51
O 0.34 0.57 1.49
O 2.24 -0.25 0.58
N -1.37 -1.04 -1.09
N -1.96 -0.18 -0.49
C 1.29 0.45 0.70
H -1.30 0.34 0.23
H -0.38 -1.23 -0.90
*
```



Entry from OMol25: CH2FNO in the gas phase in a non-equilibrium geometry (ωB97M-V with the def2-TZVPD basis set).

**Max |F|**: 2.701 eV/Å
**Total energy**: -268.94177 Ha
**Kohn-Sham gap (spin up / spin down)**: 9.48 / 8.90 eV
**LUMO energy (spin up / spin down)**: 0.0 / 0.1 eV

Structure (ORCA input):
```
! wB97M-V def2-TZVPD RIJCOSX def2/J DEFGRID3
* xyz 0 1
F 3.65 0.23 0.04
O 1.57 0.24 -0.05
N 2.53 -0.61 -0.05
C 0.27 0.02 0.04
H -0.26 -0.95 0.12
H -0.16 1.10 0.13
*
```



Entry from OMol25: 2 unconnected molecules or ions with the total composition CH2FNO in a non-equilibrium geometry (ωB97M-V with the def2-TZVPD basis set).

**Max |F|**: 3.256 eV/Å
**Total energy**: -269.01314 Ha
**Kohn-Sham gap**: 10.80 eV
**LUMO energy**: 0.8 eV

Structure (ORCA input):
```
! wB97M-V def2-TZVPD RIJCOSX def2/J DEFGRID3
* xyz 0 1
F -2.32 0.39 0.91
O 1.49 -0.32 0.41
N 0.19 0.36 -0.18
C 0.93 -0.45 -0.75
H 1.32 -1.01 -1.54
H -1.61 1.04 1.15
*
```



Entry from OMol25: 2 unconnected molecules or ions with the total composition CH2FNO2 in a non-equilibrium geometry (ωB97M-V with the def2-TZVPD basis set).

**Max |F|**: 7.067 eV/Å
**Total energy**: -344.10851 Ha
**Kohn-Sham gap (spin up / spin down)**: 8.19 / 7.96 eV
**LUMO energy (spin up / spin down)**: -2.1 / -2.2 eV

Structure (ORCA input):
```
! wB97M-V def2-TZVPD RIJCOSX def2/J DEFGRID3
* xyz 0 1
F -0.52 1.43 0.94
O 1.20 -0.76 1.25
O 0.36 -1.71 -1.21
N 0.40 -0.58 0.41
C -0.36 0.47 -0.10
H -1.33 0.05 -0.35
H 0.25 1.10 -0.94
*
```



Entry from OMol25: 2 unconnected molecules or ions with the total composition CH2FNO2S in a non-equilibrium geometry (ωB97M-V with the def2-TZVPD basis set).

**Max |F|**: 3.227 eV/Å
**Total energy**: -742.50805 Ha
**Kohn-Sham gap**: 11.46 eV
**LUMO energy**: 0.1 eV

Structure (ORCA input):
```
! wB97M-V def2-TZVPD RIJCOSX def2/J DEFGRID3
* xyz 0 1
S -0.49 1.10 0.08
F 0.59 1.11 -1.13
O 1.22 -0.78 1.23
O -1.40 2.16 -0.26
N -1.38 -0.19 -0.59
C -1.79 -1.07 -1.24
H 2.19 -0.61 1.12
H 1.06 -1.72 0.80
*
```



Entry from OMol25: CH2FNOS in the gas phase in a non-equilibrium geometry (ωB97M-V with the def2-TZVPD basis set).

**Max |F|**: 3.720 eV/Å
**Total energy**: -667.23644 Ha
**Kohn-Sham gap**: 10.51 eV
**LUMO energy**: 0.4 eV

Structure (ORCA input):
```
! wB97M-V def2-TZVPD RIJCOSX def2/J DEFGRID3
* xyz 0 1
S -0.31 1.21 1.10
F 0.90 1.19 -1.10
O -1.07 -1.38 0.09
N 0.38 0.31 -0.17
C -0.32 -0.78 -0.61
H 0.06 -1.27 -1.63
H 0.37 0.72 2.32
*
```



Entry from OMol25: a gas-phase ion, CH2FO3S2 (charge -1) in a non-equilibrium geometry (ωB97M-V with the def2-TZVPD basis set).

**Max |F|**: 2.888 eV/Å
**Total energy**: -1161.32473 Ha
**Kohn-Sham gap**: 8.66 eV
**LUMO energy**: 3.5 eV

Structure (ORCA input):
```
! wB97M-V def2-TZVPD RIJCOSX def2/J DEFGRID3
* xyz -1 1
S 1.24 0.79 -0.35
S 0.05 -0.87 -1.18
F -2.29 -0.15 -0.07
O 1.42 0.43 1.08
O 0.45 1.99 -0.55
O 2.43 0.72 -1.14
C -1.14 -0.82 0.36
H -0.90 -0.16 1.25
H -1.25 -1.94 0.59
*
```



Entry from OMol25: 2 unconnected molecules or ions with the total composition CH2FO4S in a non-equilibrium geometry (ωB97M-V with the def2-TZVPD basis set).

**Max |F|**: 5.965 eV/Å
**Total energy**: -838.36527 Ha
**Kohn-Sham gap**: 9.71 eV
**LUMO energy**: 4.0 eV

Structure (ORCA input):
```
! wB97M-V def2-TZVPD RIJCOSX def2/J DEFGRID3
* xyz -1 1
S 1.01 0.87 -0.37
F -0.69 -0.63 0.80
O 0.89 1.22 1.18
O 1.95 -0.17 -0.49
O 1.33 2.15 -1.06
O -1.60 0.91 -1.04
C -0.60 0.27 -0.84
H -0.27 -0.74 -1.27
H 0.20 0.46 1.29
*
```



Entry from OMol25: CH2FPSi in the gas phase in a non-equilibrium geometry (ωB97M-V with the def2-TZVPD basis set).

**Max |F|**: 4.209 eV/Å
**Total energy**: -769.90657 Ha
**Kohn-Sham gap**: 8.66 eV
**LUMO energy**: -0.5 eV

Structure (ORCA input):
```
! wB97M-V def2-TZVPD RIJCOSX def2/J DEFGRID3
* xyz 0 1
P -0.91 -1.90 1.94
Si -0.13 -0.25 0.53
F 0.07 0.39 3.40
C -0.02 -0.35 2.33
H 0.97 -0.64 -0.29
H -0.89 0.66 -0.51
*
```



Entry from OMol25: a molecular structure, CH2I2O in a non-equilibrium geometry (ωB97M-V with the def2-TZVPD basis set).

**Max |F|**: 6.670 eV/Å
**Total energy**: -709.88461 Ha
**Kohn-Sham gap**: 8.25 eV
**LUMO energy**: -1.0 eV

Structure (ORCA input):
```
! wB97M-V def2-TZVPD RIJCOSX def2/J DEFGRID3
* xyz 0 1
I 0.35 2.19 -0.28
I 1.99 -1.14 -0.33
O -0.86 -0.59 0.63
C -0.10 -0.11 -0.24
H -0.77 -0.11 1.47
H -0.62 -0.24 -1.25
*
```



Entry from OMol25: 2 unconnected molecules or ions with the total composition CH2IN in a non-equilibrium geometry (ωB97M-V with the def2-TZVPD basis set).

**Max |F|**: 5.732 eV/Å
**Total energy**: -391.68520 Ha
**Kohn-Sham gap**: 10.72 eV
**LUMO energy**: 0.9 eV

Structure (ORCA input):
```
! wB97M-V def2-TZVPD RIJCOSX def2/J DEFGRID3
* xyz 0 1
I 2.72 -0.57 -0.21
N -1.92 0.06 -0.12
C -1.03 0.77 -0.11
H 2.67 0.58 0.75
H -2.44 -0.84 -0.31
*
```



Entry from OMol25: 2 unconnected molecules or ions with the total composition CH2IN2PS in a non-equilibrium geometry (ωB97M-V with the def2-TZVPD basis set).

**Max |F|**: 1.816 eV/Å
**Total energy**: -1185.94430 Ha
**Kohn-Sham gap**: 7.35 eV
**LUMO energy**: -1.3 eV

Structure (ORCA input):
```
! wB97M-V def2-TZVPD RIJCOSX def2/J DEFGRID3
* xyz 0 1
I -1.48 1.98 -1.93
S 1.58 -0.45 -2.24
P 0.34 -0.20 2.83
N -0.05 -0.60 1.35
N 0.70 -0.82 0.31
C 1.04 -0.62 -0.81
H -1.03 0.02 3.15
H -1.09 0.68 -2.66
*
```



Entry from OMol25: a molecular structure, CH2IN2S2 in a non-equilibrium geometry (ωB97M-V with the def2-TZVPD basis set).

**Max |F|**: 2.005 eV/Å
**Total energy**: -1242.50828 Ha
**Kohn-Sham gap**: 8.49 eV
**LUMO energy**: -6.2 eV

Structure (ORCA input):
```
! wB97M-V def2-TZVPD RIJCOSX def2/J DEFGRID3
* xyz 1 1
I 3.04 0.26 0.06
S -2.32 -0.76 -0.03
S -1.69 1.06 -0.18
N -0.20 1.19 0.10
N 0.42 -1.47 -0.04
C 1.31 -0.73 -0.02
H -0.81 -1.66 -0.04
H 0.26 2.11 0.14
*
```



Entry from OMol25: a molecular structure, CH2INO in a non-equilibrium geometry (ωB97M-V with the def2-TZVPD basis set).

**Max |F|**: 4.933 eV/Å
**Total energy**: -466.89795 Ha
**Kohn-Sham gap**: 8.85 eV
**LUMO energy**: -0.4 eV

Structure (ORCA input):
```
! wB97M-V def2-TZVPD RIJCOSX def2/J DEFGRID3
* xyz 0 1
I 2.71 0.44 -0.11
O 1.19 -0.18 0.95
N -1.71 -0.29 -0.77
C -0.80 0.10 -1.37
H 1.04 0.55 1.43
H -2.43 -0.62 -0.14
*
```



Entry from OMol25: CH2INS2 in the gas phase in a non-equilibrium geometry (ωB97M-V with the def2-TZVPD basis set).

**Max |F|**: 3.020 eV/Å
**Total energy**: -1187.92628 Ha
**Kohn-Sham gap (spin up / spin down)**: 6.92 / 6.60 eV
**LUMO energy (spin up / spin down)**: -1.5 / -1.3 eV

Structure (ORCA input):
```
! wB97M-V def2-TZVPD RIJCOSX def2/J DEFGRID3
* xyz 0 1
I 2.03 1.31 -0.95
S -1.78 -0.83 1.36
S -0.67 1.31 -0.48
N 2.21 -0.60 -1.35
C -0.74 0.04 0.45
H -3.15 -0.06 1.34
H 2.10 -1.16 -0.38
*
```



Entry from OMol25: a molecular structure, CH2INS2 in a non-equilibrium geometry (ωB97M-V with the def2-TZVPD basis set).

**Max |F|**: 4.626 eV/Å
**Total energy**: -1188.02442 Ha
**Kohn-Sham gap**: 8.26 eV
**LUMO energy**: -0.6 eV

Structure (ORCA input):
```
! wB97M-V def2-TZVPD RIJCOSX def2/J DEFGRID3
* xyz 0 1
I 1.90 -0.26 1.79
S 0.22 1.50 -0.42
S -1.20 -0.96 -1.61
N 0.25 -1.07 0.91
C -0.25 -0.16 -0.65
H -0.45 -0.74 1.49
H -0.46 1.69 -1.51
*
```



Entry from OMol25: a gas-phase ion, CH2IO2S (charge -1) in a non-equilibrium geometry (ωB97M-V with the def2-TZVPD basis set).

**Max |F|**: 2.701 eV/Å
**Total energy**: -885.67060 Ha
**Kohn-Sham gap**: 7.46 eV
**LUMO energy**: 3.5 eV

Structure (ORCA input):
```
! wB97M-V def2-TZVPD RIJCOSX def2/J DEFGRID3
* xyz -1 1
I -0.49 -3.22 -1.79
S -1.26 -0.63 -1.58
O -0.74 1.10 -1.17
O -2.61 -0.83 -1.02
C -0.24 0.14 -0.32
H -0.29 0.29 0.81
H 0.70 -0.22 -0.59
*
```



Entry from OMol25: a molecular structure, CH2LiOY in a non-equilibrium geometry (ωB97M-V with the def2-TZVPD basis set).

**Max |F|**: 3.851 eV/Å
**Total energy**: -159.52068 Ha
**Kohn-Sham gap (spin up / spin down)**: 5.79 / 7.52 eV
**LUMO energy (spin up / spin down)**: -10.1 / -9.8 eV

Structure (ORCA input):
```
! wB97M-V def2-TZVPD RIJCOSX def2/J DEFGRID3
* xyz 2 1
Y -0.82 -1.73 1.78
O -0.22 -0.37 -0.98
C -0.63 0.06 0.10
Li 1.70 -0.07 -1.24
H -0.91 1.04 0.52
H 0.88 1.08 -0.18
*
```